ORCA calculation (wB97M-V/def2-TZVPD) on a structure of composition C33H12F15GeN2NiO3S.

```
! wB97M-V def2-TZVPD RIJCOSX def2/J DEFGRID3
* xyz -1 1
Ni -0.125 1.852 -0.152
C -4.119 0.171 -1.342
O -3.348 -0.775 -2.080
C -2.419 -0.195 -2.911
C -2.502 -0.451 -4.258
C -1.615 0.144 -5.163
C -0.698 1.046 -4.685
C -0.591 1.323 -3.312
C 0.302 2.376 -2.904
N 0.451 2.756 -1.692
N 1.299 3.830 -1.458
C 1.468 3.929 -0.169
O 0.926 3.142 0.695
C 2.343 5.015 0.349
C 2.950 5.925 -0.513
C 3.760 6.929 -0.007
C 3.970 7.033 1.363
C 3.367 6.127 2.224
C 2.556 5.120 1.719
C -1.393 0.634 -2.370
O -1.282 0.727 -1.077
H -4.950 -0.377 -0.903
H -4.514 0.941 -2.012
H -3.522 0.639 -0.558
H -3.285 -1.120 -4.596
H -1.683 -0.075 -6.220
H -0.039 1.572 -5.367
H 0.860 2.914 -3.667
H 2.777 5.829 -1.576
H 4.230 7.633 -0.682
H 4.603 7.818 1.757
H 3.529 6.202 3.292
H 2.079 4.402 2.372
F -1.944 -3.375 3.342
C -0.724 -3.037 3.784
C 0.110 -2.224 3.038
C 1.357 -1.977 3.589
F 2.249 -1.230 2.923
C 1.763 -2.488 4.808
F 2.980 -2.227 5.296
C 0.894 -3.288 5.525
F 1.263 -3.793 6.705
C -0.356 -3.567 5.010
F -1.197 -4.350 5.697
Ge -0.315 -1.331 1.302
S -0.297 0.751 1.800
C 1.150 -2.014 0.129
C 1.781 -1.253 -0.839
F 1.401 0.004 -1.086
C 2.823 -1.735 -1.615
F 3.403 -0.960 -2.536
C 3.263 -3.031 -1.436
F 4.265 -3.511 -2.175
C 2.648 -3.833 -0.493
F 3.051 -5.098 -0.330
C 1.610 -3.315 0.257
F 1.014 -4.167 1.111
C -1.973 -2.169 0.626
C -2.052 -3.057 -0.431
F -0.970 -3.365 -1.166
C -3.232 -3.677 -0.801
F -3.267 -4.518 -1.842
C -4.387 -3.412 -0.096
F -5.538 -3.989 -0.448
C -4.351 -2.529 0.966
F -5.474 -2.263 1.646
C -3.158 -1.920 1.298
F -3.172 -1.085 2.344
*
```

Computed properties:
* energy relative to the best compared isomer or geometry (same formula, charge and spin): 3.25 kJ/mol
* LUMO (alpha / beta): 2.31 / 2.31 eV
* E_HOMO (alpha / beta): -5.2 / -5.2 eV
* E: -192696.849 eV
* gap between HOMO and LUMO (alpha / beta): 7.535 / 7.539 eV
* strongest force on any atom: 0.33 eV/Å